This record from OMol25 describes a molecular structure, C21H21AlAsN6S5Si. The level of theory is ωB97M-V with the def2-TZVPD basis set.

Structure (XYZ):
```
56
Properties=species:S:1:pos:R:3
C -1.17320 1.90148 -1.34837
H -2.80941 -0.35954 -2.95838
C -0.26205 3.40618 2.78818
C 3.59238 0.72156 1.43374
As -6.40955 0.14201 -0.29171
H 2.97333 -1.18851 0.61837
C 1.14548 -2.32318 -2.79562
S -0.18020 -2.47354 2.74422
H 3.81992 2.68385 2.29135
H -0.38469 2.32019 -0.71477
C 0.71366 -1.87903 -1.52471
C 0.90650 1.07934 1.70499
C -2.57635 0.19614 1.44932
H 1.33290 0.31223 -3.97690
H -1.57170 -1.09548 -3.99270
C 2.28487 -4.14822 -1.69461
H 0.82919 -1.81083 -3.69169
H 1.76660 1.23723 -2.53879
N 1.10901 -2.55765 -0.41454
N 1.81027 4.34905 3.11949
N -0.10049 -0.86391 -1.18561
C 0.95054 1.01075 -3.23165
N -1.25215 0.15172 1.38207
H -3.09869 -0.68227 1.09457
H -3.02914 3.26071 2.80242
C 2.66704 -0.24343 1.04885
S -1.64065 -3.05567 1.26512
H 2.87546 -5.05187 -1.74374
C -2.53687 2.38014 2.41086
S -4.76180 1.11340 -1.15168
S 0.69409 5.39593 3.64080
C -0.54230 1.20194 1.81963
H 2.57178 -3.73373 1.53602
C -1.87134 -0.17451 -3.48630
C 3.13781 1.90530 1.97567
H -2.06335 1.70974 -0.74828
Si -0.56750 0.40686 -2.28428
Al -0.16527 -1.45088 0.70875
C 2.09258 -4.39449 0.81279
S -6.87750 0.95847 1.57927
H 0.69276 1.93807 -3.75137
H -2.06335 0.58691 -4.24715
C 1.76594 2.09670 2.11977
H 2.71462 -5.27369 0.64941
C 1.15639 3.29048 2.67643
N 1.36145 -0.06599 1.17931
H -1.44723 2.67122 -2.07567
C 1.92912 -3.44836 -2.85374
C -3.26025 1.30482 1.95449
H 2.25948 -3.81440 -3.81926
C 1.83353 -3.68222 -0.47523
H 4.64850 0.53260 1.30548
C -1.14067 2.33730 2.34832
H -4.34506 1.30089 1.95180
N -0.64494 4.55166 3.32382
H 1.14050 -4.68342 1.26144
```

Values from the calculation:
E_LUMO = 0.996 eV
Relative energy (zero: lowest compared OMol25 entry of this formula, charge and spin) = 1.035 eV
Net charge = -1
HOMO level = -4.1 eV

=====

This record from OMol25 describes a molecular structure, C34H32ClN3O7PReS2 at a distorted geometry. The level of theory is ωB97M-V with the def2-TZVPD basis set.

Structure (XYZ):
```
81
Properties=species:S:1:pos:R:3
H -0.53667 -0.67764 2.74887
O -2.41451 1.97457 -5.64237
C 0.58400 2.87631 -0.01296
N -2.19600 -0.26837 0.87837
H 3.15677 2.10041 0.10970
H 3.05181 -2.36182 1.06350
Re -1.25494 0.54558 -2.20922
H -1.27686 5.93385 -1.50124
H -3.82604 -3.43430 3.37937
C 0.54165 5.19970 -0.63072
H -2.51179 -0.52179 1.80792
H -2.41669 3.73216 -1.35614
C -0.76098 5.08213 -1.08333
O 1.14442 1.74557 0.47865
N -1.55876 1.70849 1.84550
H 5.80515 0.70067 -1.66576
C -1.42708 1.88668 5.50501
Cl -1.92525 1.53004 -4.41767
H 4.06425 -2.98674 -2.48884
H -2.63184 5.30709 4.11403
O -1.48388 0.09682 -4.39416
H -4.01994 -4.24349 -0.14395
C 3.46507 -4.04998 -4.24807
C -0.63860 -0.29377 4.85255
H 1.05131 6.15116 -0.69329
C -2.62156 -2.07352 -2.32847
H -3.14392 -4.42320 2.05900
C 1.11368 -4.02234 -4.75601
H -3.57891 -3.96524 -2.55705
H -1.64742 2.60221 6.28207
H 4.47173 -4.36401 -4.48413
C 5.20286 0.03559 -1.06318
C -2.48898 -1.21374 -0.10281
C -3.52165 -3.35518 -0.49921
C 5.65902 -0.38996 0.17939
H -4.82762 -3.82202 1.96472
C 1.21930 4.10873 -0.09623
C 2.49255 1.81166 0.92682
C -2.32492 4.43295 4.67997
C 0.87792 -3.25147 -3.63373
C 1.93859 -2.87102 -2.81408
H 2.74210 0.80811 1.25853
H -2.44160 -1.96628 -3.38972
C -0.83215 0.02905 3.51357
H 0.29024 -4.31625 -5.39150
H -3.12557 4.13306 5.35810
H -1.46014 2.70462 1.70366
C -1.35073 1.26697 3.17351
C 3.19300 -1.25855 -0.76473
N -1.36744 1.46251 -0.47117
C -3.81550 -3.59860 2.30560
H -0.12933 -2.95292 -3.38156
C -1.68365 0.95074 0.74236
O -2.07342 3.41474 3.71926
H 2.59376 -5.02177 -5.94305
C 4.89212 -1.25351 0.94252
S 0.53141 -2.75527 -0.00672
C -2.17466 -1.04987 -1.45071
S 0.88177 0.00937 -2.17325
H -0.79303 0.37462 6.87924
C -1.62893 2.21277 4.17509
C 3.23481 -3.27062 -3.12271
C -3.26364 -3.19447 -1.86803
C -0.74141 2.76103 -0.47115
H 2.23780 4.22373 0.24144
H 2.58999 2.51428 1.75739
O -0.82539 2.30909 -3.84387
C 3.66145 -1.69095 0.47246
H -1.42068 4.66082 5.24796
H 6.61864 -0.05250 0.54598
H 3.64312 -0.06883 -2.51081
C -3.14129 -2.36842 0.37775
H 5.25098 -1.59420 1.90374
C -1.40127 3.85369 -1.00079
O -3.34403 -2.38764 1.72606
H -0.23835 -1.26411 5.10950
C 3.97627 -0.39726 -1.53585
P 1.59757 -1.89676 -1.34545
O -2.95553 1.49120 -3.30998
C -0.94210 0.62555 5.83864
C 2.40954 -4.41992 -5.06412
```

Values from the calculation:
E_LUMO (alpha / beta) = -4.138 / -4.319 eV
2S+1 = 2
Relative energy (zero: lowest compared OMol25 entry of this formula, charge and spin) = 1.207 eV
Expectation value of S² = 0.772
Net charge = +1
HOMO level (alpha / beta) = -10.4 / -10.7 eV

=====

This record from OMol25 describes a molecular structure, C11H33O6Y at a distorted geometry. The level of theory is ωB97M-V with the def2-TZVPD basis set.

Structure (XYZ):
```
51
Properties=species:S:1:pos:R:3
H 4.19336 -2.65732 0.56832
H 5.33337 -1.65667 -1.35927
H -1.95819 -1.83574 -5.14168
H 3.94534 -0.30208 0.27742
C -0.70694 -0.46775 0.01472
H 2.13916 1.29719 4.63827
H -5.18159 -0.80644 -3.46230
H 3.12107 -0.04991 5.11130
C 3.43861 -1.08720 -0.28375
C 2.30033 0.23519 4.45311
H 2.47505 -0.70656 -0.62249
H -1.77267 3.93112 3.12499
C -1.38756 -0.35760 -4.11065
H 0.40906 4.19522 3.89874
H -1.36251 2.96249 0.96144
C 2.49064 -0.05680 2.99557
H 3.34068 0.47973 2.57405
H -0.13983 4.16449 1.41781
Y 1.35096 -2.98579 1.60153
H -2.02673 -0.06474 -3.27770
H -1.55878 2.24282 3.21321
O 2.78105 -1.44681 2.95318
H -4.93737 -1.42954 -0.05542
H -0.58383 -0.03640 -0.97871
H 0.67375 -0.03715 -4.76592
H 1.52074 -0.37346 4.91124
H 3.91270 -1.93613 -2.18694
H 4.51050 -0.29896 -2.03125
C -4.24468 -0.47318 -1.84985
O 3.31288 -2.29285 0.45208
H -5.96817 -1.69804 -1.52637
H 0.26323 2.46330 1.45680
H 3.53199 -1.61403 3.52739
C -0.99508 3.16795 3.09287
H 1.69593 0.16858 2.28440
H -3.57543 -1.33132 -1.91150
C 0.12481 -0.06246 -3.82457
H -0.66027 0.16768 0.89911
H -3.66647 0.24673 -1.27062
H -6.06553 -0.16659 -0.74984
C -5.37645 -0.98718 -0.94964
H 0.38291 0.73272 -3.12516
H -1.73889 -0.81219 0.08196
O 0.06654 3.30625 4.01712
O -1.27645 -1.70975 -4.47762
C -0.53989 3.17610 1.64392
C 4.34023 -1.22426 -1.48086
H 0.53231 -0.88731 -3.24004
O -4.95718 0.00555 -3.00197
H -1.68706 0.38356 -4.85165
O 0.18034 -1.47449 0.36520
```

Values from the calculation:
E_LUMO (alpha / beta) = -3.460 / -3.887 eV
2S+1 = 2
Expectation value of S² = 0.750
Net charge = +1
HOMO level (alpha / beta) = -9.7 / -12.0 eV

=====

This record from OMol25 describes a molecular structure, C4H6NO2 at a distorted geometry. The level of theory is ωB97M-V with the def2-TZVPD basis set.

Structure (XYZ):
```
13
Properties=species:S:1:pos:R:3
H -1.69060 0.65176 -0.38554
O 2.51124 -0.79350 0.21724
N 1.68302 -0.26279 -0.46100
C -0.93904 0.45136 0.27949
C -0.55062 -2.03226 -0.02143
H -1.37086 0.66779 1.32651
O 1.40889 1.18556 0.14572
H 0.17320 2.66276 0.29272
H 0.18802 -2.74314 -0.36484
H 0.04805 1.81751 -1.22946
H -1.44588 -2.39870 0.33226
C 0.13483 1.56459 -0.16492
C -0.15026 -0.77096 0.03325
```

Values from the calculation:
E_LUMO = 4.342 eV
Relative energy (zero: lowest compared OMol25 entry of this formula, charge and spin) = 6.463 eV
Net charge = -1
HOMO level = -2.0 eV

=====

This record from OMol25 describes a molecular structure, C34H46BIN9OS4W at a distorted geometry. The level of theory is ωB97M-V with the def2-TZVPD basis set.

Structure (XYZ):
```
97
Properties=species:S:1:pos:R:3
H 7.81224 12.43723 6.90953
C 9.81350 13.31058 13.10874
C 9.91779 17.70563 6.31376
H 13.36263 17.58534 9.93655
N 8.08455 10.74954 8.22650
H 17.67553 14.92620 9.96491
H 12.04669 6.10600 9.49037
H 6.41627 10.92205 9.53725
H 11.86740 15.45178 5.89119
C 16.29750 7.77506 9.95549
H 9.24410 17.64949 5.45273
H 11.70046 9.74064 11.95698
S 10.49816 13.77328 8.85454
N 14.00809 15.10591 11.55030
C 8.22319 11.41157 6.89017
H 9.46978 9.82966 14.91736
S 15.31826 16.05873 9.25290
H 19.16285 17.22204 12.79864
S 12.95745 12.01040 11.13694
N 12.07652 15.84868 9.91063
H 11.14279 8.21536 8.87177
N 10.76152 12.28698 12.82840
H 7.72308 10.80826 6.09396
C 14.40329 14.94289 12.90250
H 18.45914 14.60552 11.58061
H 18.14819 8.64228 10.38973
C 10.81228 15.35256 5.83756
N 12.23443 11.36560 7.20448
C 13.02984 9.36394 9.11181
C 14.06678 6.83011 9.60798
H 12.97823 10.77578 13.74578
C 12.12226 10.96516 14.38635
H 8.70432 10.92915 13.81480
C 10.11540 16.29863 6.84599
H 16.24974 15.63016 13.92125
H 8.33433 16.52947 8.00957
H 9.50544 18.41499 7.05769
C 9.60630 10.83725 14.45995
C 12.21988 8.21193 9.10650
C 17.13900 8.86972 10.10561
C 10.25564 14.46166 12.53908
H 6.69965 9.31119 8.95300
C 9.13992 10.61851 9.00676
C 14.94074 7.94017 9.66111
H 10.82809 18.15963 5.92109
B 12.42917 15.36787 11.35141
C 12.55878 17.08700 9.43133
H 10.74353 8.86722 13.17340
N 16.07162 15.99146 11.82849
H 12.02870 18.16779 7.59370
H 8.95411 12.98358 13.63092
C 15.38680 10.32528 9.37832
H 17.23993 17.65988 9.74936
C 14.44778 9.25007 9.42488
H 18.46004 18.22978 10.93951
S 12.51355 11.11739 5.71347
C 17.47236 17.84446 10.79551
C 10.86523 10.95777 13.55927
C 18.26727 15.37930 10.83893
H 5.98762 10.57886 7.80114
H 16.59522 6.76830 10.22266
H 8.69267 14.80483 7.72382
H 12.22506 11.84904 15.00102
N 10.97324 16.33699 8.03219
H 10.48969 15.58748 4.77184
C 15.11970 15.70781 10.88290
H 12.13226 10.09816 15.07431
C 15.66492 15.45376 13.07613
H 18.17676 15.97222 13.63082
C 10.83505 9.76804 12.57300
H 16.75263 18.50476 11.24382
N 11.43336 14.17357 11.84518
H 19.26958 15.69901 10.51463
H 8.04927 15.89926 6.38201
C 17.48308 16.49103 11.56279
H 17.51105 17.60686 13.40359
O 13.87533 10.78572 5.23130
H 9.90806 15.49253 12.66140
H 9.96027 9.89859 11.86457
C 11.90666 17.37329 8.29142
C 18.15016 16.83141 12.92249
H 10.55527 14.31520 6.09838
C 8.70535 15.84937 7.27722
C 12.74952 6.97176 9.40843
C 11.23280 15.32638 8.92715
I 15.27545 12.31549 8.40312
H 13.80129 14.37778 13.60421
H 12.20697 16.20097 12.10571
H 9.29379 11.53273 6.60437
W 12.08414 11.19548 9.02189
C 6.72893 10.37249 8.62481
C 11.71348 12.84361 12.02706
C 16.68509 10.15264 9.78227
H 9.51398 11.64164 15.23473
N 10.27602 10.67729 9.36412
H 14.51647 5.84602 9.82689
H 17.36431 11.01167 9.79796
```

Values from the calculation:
E_LUMO (alpha / beta) = -4.464 / -4.265 eV
2S+1 = 3
Relative energy (zero: lowest compared OMol25 entry of this formula, charge and spin) = 1.047 eV
Expectation value of S² = 2.085
Net charge = +1
HOMO level (alpha / beta) = -8.9 / -8.9 eV

=====

This record from OMol25 describes 23 unconnected molecules or ions with the total composition C3H52O26S2. The level of theory is ωB97M-V with the def2-TZVPD basis set.

Structure (XYZ):
```
83
Properties=species:S:1:pos:R:3
O 7.07786 5.35158 0.57557
O 1.76158 -1.96261 2.59165
H 1.61478 -6.82976 1.63715
H 1.13502 -0.52152 0.93512
H 10.36582 6.29600 1.72001
O -3.40815 0.13537 -5.23266
O 3.12574 -1.25537 4.92816
H 1.04601 -2.57990 2.39838
O -8.78563 -1.05266 -0.25861
H 4.07836 0.35580 1.45002
H -7.83555 -1.21062 -0.25420
C -1.54572 -1.18592 -0.17314
O -0.74219 0.64179 -4.69557
H 7.11106 5.11291 -0.35541
H -9.17730 -1.93210 -0.25882
H 2.28469 5.54831 -1.52037
H 2.92089 -1.66263 8.38147
C 1.22011 0.96701 -0.65786
H -1.27196 0.74213 -5.49590
H 3.88396 -2.38605 -1.02273
H 2.56984 -2.50201 2.61428
H -4.22047 0.26685 -5.73082
O 9.52356 6.11787 2.15083
H 4.71610 -2.57498 3.71949
H 2.17178 0.77177 -1.15372
H 1.35297 1.74902 0.08485
O 4.56794 6.61697 1.51926
H 2.28177 -0.97246 4.55407
O 1.33020 -3.24271 -1.49331
H 3.40307 -0.53764 5.51040
H -0.97786 -1.66435 -4.48352
H -3.65133 -4.82662 1.62264
H -9.41526 0.93023 -1.07541
H -3.54593 0.56427 -4.37694
H 0.51079 -0.46412 -3.86965
O 3.60123 0.51469 2.26983
H -4.03973 -4.61940 0.16085
H 3.65054 -3.52220 4.18055
O 4.27275 -3.39068 3.45564
H -7.95657 1.31647 -1.02313
H 9.37913 5.17166 2.03569
H -2.11945 -2.33535 -3.76841
H 0.58457 -3.84967 -1.41756
H 0.75897 -1.86851 -3.27013
H -1.02758 -2.02740 -0.62463
H -4.59153 1.94417 0.65215
H 2.23490 -1.52126 7.02566
O -4.62487 0.35866 -1.04064
H -10.69329 2.86282 -1.50203
H 0.32015 -4.55454 0.68354
O -3.40800 -5.07624 0.72517
H 3.00882 6.39634 -0.46744
H -1.26748 1.12046 -4.03959
O 0.76518 -6.38424 1.55100
O 4.08839 -2.64945 -1.92579
O -2.81774 1.27875 -2.44283
O -11.58650 3.20039 -1.63764
O -1.28281 -2.53613 -4.20304
H 2.09559 -3.78269 -1.72762
H -1.18525 -4.75403 0.54956
H 2.98267 -0.22242 2.34860
S -5.54644 1.16333 0.11679
O 2.34252 -1.08155 7.87806
O -2.46227 -0.72089 -1.22156
C 0.69001 -0.30896 -0.03393
H 3.91941 5.90563 1.46749
H 3.44553 -2.16709 -2.46542
H 0.26958 4.68134 -0.14856
S -3.01100 0.75756 -1.10356
O -0.50695 -4.06601 0.57049
H 0.11537 -7.09466 1.53334
H -2.14779 -1.52749 0.67284
H 7.77381 6.01073 0.70222
O -8.83359 1.69861 -1.11667
O 1.20164 -1.04750 -3.51778
H 5.41334 6.15285 1.59069
H -11.47801 4.15430 -1.68816
H -0.81842 4.02335 -1.00312
H 0.51566 1.32219 -1.40790
O 2.31760 5.73120 -0.57626
O -0.72869 -0.16461 0.21364
O 0.04055 3.86036 -0.60095
H 0.86947 -1.15672 -0.69413
```

Values from the calculation:
E_LUMO = -0.369 eV
Net charge = 0
HOMO level = -9.8 eV